{"formula": "C26H66BO30", "method": "the ωB97M-V functional and the def2-TZVPD basis", "charge": -1, "max_force_ev_per_a": 13.80, "homo_energy_ev": -7.23, "lumo_energy_ev": 1.3842, "e_tot_ha": -3311.7574, "orbital_gap_ha": 0.3166, "elements": ["O", "C", "O", "B", "O", "C", "O", "O", "C", "O", "C", "O", "O", "C", "C", "O", "O", "H", "H", "H", "H", "H", "H", "C", "C", "O", "O", "H", "H", "H", "H", "H", "H", "C", "C", "O", "O", "H", "H", "H", "H", "H", "H", "C", "C", "O", "O", "H", "H", "H", "H", "H", "H", "C", "C", "O", "O", "H", "H", "H", "H", "H", "H", "C", "C", "O", "O", "H", "H", "H", "H", "H", "H", "C", "C", "O", "O", "H", "H", "H", "H", "H", "H", "C", "C", "O", "O", "H", "H", "H", "H", "H", "H", "C", "C", "O", "O", "H", "H", "H", "H", "H", "H", "C", "C", "O", "O", "H", "H", "H", "H", "H", "H", "C", "C", "O", "O", "H", "H", "H", "H", "H", "H"], "xyz": [[0.04930, -1.59342, 3.54701], [0.35508, -1.15537, 2.48744], [-0.56677, -0.53240, 1.80786], [-0.02766, -0.55954, 0.38546], [1.02351, -1.51220, 0.46402], [1.31184, -1.77608, 1.62425], [2.09286, -2.63862, 2.06836], [0.40718, 0.78537, -0.13620], [-0.22197, 1.01066, -1.08536], [-0.37552, 2.07771, -1.73058], [-1.27200, -0.05687, -1.28959], [-1.14019, -1.00158, -0.45702], [-2.30320, 0.02624, -1.96764], [-1.95863, 4.95793, -3.83539], [-0.91901, 5.91138, -4.51898], [0.11524, 5.12568, -5.07182], [-3.03146, 5.72382, -3.30456], [-1.51850, 4.37329, -3.19052], [-2.30245, 4.25929, -4.51989], [-0.50714, 6.50565, -3.72846], [-1.38434, 6.72539, -5.01947], [0.58957, 4.71249, -4.32955], [-3.20062, 5.47022, -2.53033], [0.82550, -5.81320, 3.01305], [0.23446, -5.67713, 4.39394], [-1.01423, -6.41800, 4.42972], [2.21253, -5.26135, 2.96771], [0.23825, -5.37359, 2.14391], [0.88025, -6.90572, 2.63604], [-0.03991, -4.58730, 4.70463], [0.89586, -6.05582, 5.11869], [-0.64383, -7.31828, 4.15876], [2.17806, -4.40891, 2.80602], [-2.01561, 2.38290, 5.03016], [-0.63821, 2.54930, 4.18944], [-0.89340, 3.57874, 3.13686], [-1.83272, 1.14750, 5.76681], [-2.80404, 2.16402, 4.63036], [-2.24560, 3.27141, 5.80117], [-0.64825, 1.69096, 3.47678], [0.27814, 2.82432, 4.78398], [0.15588, 3.65677, 2.81300], [-2.42815, 0.48265, 5.45453], [3.09260, -4.04270, -2.64358], [2.50376, -4.48812, -1.26388], [1.98402, -5.78202, -1.28210], [3.57914, -2.68284, -2.58805], [2.35601, -4.30886, -3.54106], [3.81036, -4.69924, -2.82955], [1.82416, -3.77341, -0.87071], [3.13138, -4.52667, -0.46473], [1.39159, -5.76625, -0.42766], [4.16527, -2.83436, -1.89452], [-5.87894, 3.29319, -2.57301], [-5.02093, 2.92744, -1.34791], [-4.14975, 4.14093, -0.99193], [-6.53379, 2.13038, -2.74085], [-5.27464, 3.53391, -3.34458], [-6.67737, 4.07815, -2.32804], [-4.35720, 1.98367, -1.66176], [-5.61197, 2.58221, -0.49338], [-4.01165, 4.04639, -0.16049], [-6.08388, 1.38638, -3.09463], [2.01949, -2.61739, 6.37053], [1.55193, -1.36794, 7.24030], [1.22681, -1.88092, 8.52187], [2.34818, -2.29985, 5.05934], [1.11153, -3.25115, 6.30807], [3.02177, -3.27503, 6.71073], [0.60933, -0.91679, 6.99594], [2.37446, -0.80794, 7.28658], [0.27099, -1.71333, 8.85230], [1.65355, -2.14634, 4.41900], [0.38657, 4.81923, 0.05099], [1.61671, 3.97018, 0.29305], [1.49479, 3.54190, 1.60548], [0.55282, 5.66629, -1.09998], [-0.15662, 5.38009, 0.92583], [-0.45782, 3.98284, -0.04163], [2.39590, 4.63824, 0.12638], [1.91315, 3.14595, -0.38362], [1.65682, 2.74293, 1.70258], [1.32937, 6.19048, -0.85721], [-2.25462, 0.87779, -4.92110], [-3.43515, -0.19625, -4.99066], [-4.28546, -0.13318, -3.93248], [-1.82865, 1.17271, -6.18746], [-1.71583, 0.36725, -4.30803], [-2.33682, 1.48580, -4.18401], [-2.92043, -1.05610, -4.98690], [-4.04965, -0.02569, -5.89965], [-3.61753, 0.12035, -3.20810], [-2.48633, 1.96659, -6.65021], [4.56258, -0.40157, -0.55131], [5.01231, -1.55438, 0.31315], [5.46507, -2.66303, -0.52081], [4.59239, 0.81920, 0.25587], [3.54029, -0.62951, -0.95886], [5.29315, -0.34895, -1.44064], [4.44125, -1.74383, 1.09602], [5.85313, -1.34917, 0.81822], [6.16596, -3.23815, -0.10839], [5.55908, 1.08416, 0.41191], [-2.14291, -4.10687, -0.23768], [-2.60965, -4.01440, 1.23116], [-3.00326, -2.67208, 1.45313], [-1.79030, -5.44988, -0.46755], [-1.16834, -3.48326, -0.24091], [-2.92952, -3.74530, -1.10348], [-1.83491, -4.66729, 1.72357], [-3.35348, -4.66806, 1.43640], [-2.31161, -2.21721, 1.19650], [-2.76370, -5.82326, -0.32543], [3.14457, 1.99222, -3.12182], [2.05337, 2.72613, -3.97292], [1.48643, 3.72743, -3.23972], [3.42151, 0.88949, -3.98770], [2.64990, 1.52309, -2.24821], [3.79619, 2.80577, -2.87082], [1.00871, 2.13127, -4.51446], [2.62286, 3.03789, -4.87611], [0.65698, 3.46156, -2.58999], [2.44444, 0.23083, -3.95923]], "atomic_forces_ev_per_a": [[0.936, -0.249, 2.674], [-3.841, -0.453, 2.136], [0.806, 2.107, -2.856], [-1.653, -0.201, 1.896], [0.602, 0.616, -5.767], [4.733, -4.482, 4.669], [-1.209, 2.146, -1.626], [6.270, -2.904, 8.729], [-7.472, 5.789, -10.054], [1.264, -2.030, 1.011], [-4.925, 0.852, -3.546], [2.083, -1.115, 1.899], [2.407, 0.339, 0.575], [-1.341, 4.826, -3.186], [-0.075, -1.674, 2.742], [-0.564, 0.703, -1.282], [2.342, 3.091, -9.811], [2.608, -2.611, 4.255], [-1.049, -1.123, -2.006], [0.513, 0.220, 1.132], [-0.440, -0.090, -2.027], [0.140, 0.078, 0.021], [-2.294, -3.332, 9.999], [1.853, 0.215, -2.361], [-2.357, 2.142, -0.483], [1.771, -1.716, -0.595], [-1.528, -8.063, 1.416], [0.298, 0.028, 1.399], [0.214, 1.357, 1.149], [0.633, -1.799, -0.850], [1.059, -0.446, 0.932], [-1.449, 1.401, 0.591], [-0.419, 6.781, -1.220], [9.776, 2.337, 6.475], [-3.436, 0.873, -1.737], [4.783, 0.123, 0.510], [1.145, 0.756, 1.332], [-8.401, -1.037, -6.118], [0.866, -1.804, -1.669], [0.909, -0.344, 1.614], [-1.139, -0.801, -0.380], [-4.220, 0.376, 0.327], [-0.478, -0.406, -0.447], [-4.714, 1.218, 0.094], [-0.761, 0.856, -2.087], [-2.847, -0.836, 2.000], [-2.458, -1.375, -2.023], [1.007, 1.349, 2.035], [3.839, -2.606, -0.895], [-1.412, 0.953, -0.386], [3.322, 0.505, 1.747], [1.552, -0.671, -2.636], [2.382, 0.574, 2.103], [-0.973, 0.269, 4.607], [2.742, 0.925, -0.704], [-2.848, -1.416, -8.704], [-3.915, -1.680, -0.697], [1.883, 1.309, -2.670], [1.406, -0.809, -0.441], [-1.026, 2.193, 0.644], [-0.037, 0.491, -0.125], [1.739, -0.673, 8.651], [1.291, -0.656, -0.676], [-0.330, -1.189, -0.165], [-2.320, -4.349, 0.101], [-1.607, -0.343, 2.566], [1.890, 0.692, -0.542], [0.609, -0.366, 0.636], [-2.956, 2.030, 0.010], [0.188, 0.635, -1.751], [2.858, 3.118, 0.409], [2.635, -0.190, -1.458], [-0.865, -0.092, 0.349], [-3.903, -1.729, -0.227], [-0.754, 0.333, -0.202], [-1.786, 10.809, 0.218], [-0.207, -0.718, 1.016], [2.121, -0.704, -0.996], [1.286, 1.953, -0.927], [2.206, 1.296, 0.465], [-1.191, 0.209, 0.012], [2.587, -11.673, 1.127], [-0.190, 0.096, -0.424], [-5.031, -3.278, -5.688], [-0.765, 4.525, -2.197], [0.408, 1.014, 3.619], [-1.381, 3.993, -2.758], [5.772, -4.154, 2.083], [-2.042, 6.389, 3.691], [1.460, -3.729, -0.604], [0.633, -0.328, 0.145], [-2.050, -0.799, -0.617], [2.829, -3.504, 2.346], [0.921, 0.133, -0.934], [1.986, -0.439, -4.179], [-0.190, -0.937, 0.246], [1.379, -0.267, -0.443], [0.849, 0.816, 0.473], [-1.233, 0.137, 1.171], [-3.847, -1.766, 2.860], [3.512, 1.930, 1.633], [-1.359, 1.233, -0.271], [-2.146, -0.787, -0.476], [0.199, 1.624, -0.871], [1.867, 0.681, -2.449], [-4.509, -4.543, 3.107], [-3.534, -1.463, 0.176], [-1.559, -0.839, -0.652], [1.925, -0.423, 2.352], [0.448, 1.993, 0.751], [-3.467, -1.498, 0.228], [5.243, 4.295, -1.890], [3.345, 0.121, -0.668], [-5.148, -1.704, -1.374], [-2.349, -2.238, -1.170], [-2.825, 1.896, 2.793], [-2.183, -3.233, 0.179], [0.557, 0.896, 0.265], [1.480, -0.464, -0.115], [3.405, 0.569, 1.673], [-0.631, 0.599, 0.534], [3.169, 0.121, -2.358], [4.699, 3.215, -0.128]]}